Record 1
Entry from OMol25: 3 unconnected molecules or ions with the total composition C5H15O3 at a distorted geometry (the ωB97M-V functional and the def2-TZVPD basis).

Output
net charge	0
gap between HOMO and LUMO (spin up / spin down)	0.4176 / 0.2903	Eh
multiplicity	2
⟨S²⟩	0.754
LUMO level (spin up / spin down)	0.70 / -2.61	eV
E	-11567.8799	eV

Last column: Löwdin charge in e.
Element x y z (Å)
C: 1.46 -0.15 0.11  -0.282
O: 1.41 1.05 0.78  0.006
C: 0.14 -0.80 -0.35  -0.140
C: -0.26 -0.04 -1.63  -0.436
C: -1.29 1.04 -1.38  -0.095
C: -1.01 -1.07 -2.59  -0.072
H: 2.11 -0.01 -0.76  0.138
H: 2.10 -0.86 0.68  0.145
H: -0.72 -0.64 0.27  0.118
H: 0.40 -1.83 -0.56  0.112
H: 0.61 0.25 -2.25  0.128
H: -1.54 1.61 -2.32  0.097
H: -2.17 0.49 -0.98  0.092
H: -1.07 1.77 -0.59  0.075
H: -1.78 -1.58 -2.04  0.071
H: -0.22 -1.76 -2.90  0.071
H: -1.36 -0.54 -3.45  0.062
H: -1.23 0.11 4.51  0.034
H: -0.60 0.71 3.32  0.008
O: -1.45 0.70 3.77  -0.065
H: 1.70 0.89 2.21  -0.029
H: 2.77 0.06 3.02  0.031
O: 1.99 0.60 3.13  -0.069

---

Record 2
Entry from OMol25: 2 unconnected molecules or ions with the total composition C5H15OSi2 at a distorted geometry (the ωB97M-V functional and the def2-TZVPD basis).

Output
net charge	+1
gap between HOMO and LUMO (spin up / spin down)	0.2577 / 0.2261	Eh
multiplicity	1
LUMO level (spin up / spin down)	-5.11 / -5.80	eV
E	-23222.4872	eV

Last column: Löwdin charge in e.
Element x y z (Å)
C: -2.25 0.47 1.22  0.293
C: 0.95 -1.95 1.83  -0.187
C: -0.59 -2.45 -1.13  -0.188
C: 1.46 2.15 0.63  -0.166
C: 0.47 1.59 -2.52  -0.156
O: -0.46 0.26 0.09  -0.461
Si: 0.43 -1.27 0.08  0.713
Si: 0.73 1.01 -0.74  0.596
H: -2.54 1.26 0.58  0.037
H: -2.74 -0.45 1.07  0.046
H: -2.05 0.91 2.19  0.069
H: 1.93 -2.51 1.98  0.063
H: 0.88 -1.18 2.68  0.062
H: 0.25 -2.63 2.15  -0.024
H: -0.21 -3.42 -1.51  0.038
H: -1.62 -2.71 -0.83  0.028
H: -0.64 -1.76 -2.04  0.037
H: 0.65 2.81 0.92  0.023
H: 1.75 1.65 1.55  0.025
H: 2.27 2.89 0.43  0.054
H: -0.10 0.97 -3.12  0.003
H: -0.01 2.53 -2.47  0.024
H: 1.44 1.83 -3.04  0.072

---

Record 3
Entry from OMol25: a molecular structure, C5H16AgFO5 at a distorted geometry (the ωB97M-V functional and the def2-TZVPD basis).

Output
net charge	0
gap between HOMO and LUMO	0.2365	Eh
multiplicity	1
LUMO level	-2.89	eV
E	-22396.2291	eV

Last column: Löwdin charge in e.
Element x y z (Å)
Ag: -1.78 -1.35 -3.06  0.874
F: -0.99 -0.49 -1.03  -0.495
C: -1.88 2.99 -0.60  -0.168
O: -2.02 1.96 -1.55  -0.159
H: -2.30 3.89 -1.07  0.075
H: -2.43 2.75 0.31  0.077
H: -0.84 3.26 -0.38  0.079
H: -1.62 1.15 -1.19  -0.008
C: 2.68 -0.88 -1.13  -0.265
C: 2.38 0.61 -0.99  -0.253
O: 1.22 1.03 -1.68  -0.075
O: 1.72 -1.78 -0.63  -0.065
H: 3.62 -1.14 -0.64  0.119
H: 2.92 -1.08 -2.19  0.113
H: 3.24 1.16 -1.35  0.118
H: 2.28 0.76 0.10  0.121
H: 0.50 0.47 -1.35  0.014
H: 0.84 -1.65 -1.02  0.040
C: -1.07 -0.64 2.54  -0.238
C: -0.38 -1.96 2.16  -0.223
O: -0.91 -2.47 0.93  -0.102
O: -0.55 0.43 1.77  -0.080
H: -0.87 -0.41 3.59  0.114
H: -2.15 -0.71 2.38  0.119
H: -0.50 -2.71 2.94  0.113
H: 0.68 -1.72 2.01  0.110
H: -0.94 -1.76 0.27  0.009
H: -0.84 0.29 0.86  0.035

---

Record 4
Entry from OMol25: a molecular structure, C5H16BF3N2O4SSi2 at a distorted geometry (the ωB97M-V functional and the def2-TZVPD basis).

Output
net charge	0
gap between HOMO and LUMO	0.2997	Eh
multiplicity	1
LUMO level	-0.30	eV
E	-52035.4854	eV

Last column: Löwdin charge in e.
Element x y z (Å)
C: -2.36 0.21 2.41  -0.134
N: -2.71 1.05 1.27  -0.163
C: -2.67 0.38 -0.03  -0.303
Si: -1.01 0.49 -0.96  0.650
O: 0.09 1.30 0.03  -0.411
Si: 1.37 0.55 0.67  0.514
S: 2.44 1.95 2.02  0.611
O: 2.89 3.05 1.21  -0.334
O: 3.38 1.17 2.79  -0.340
C: 1.25 2.69 3.26  -0.727
F: 0.30 1.80 3.55  0.116
F: 1.92 2.99 4.35  0.167
F: 0.68 3.77 2.77  0.159
B: -0.33 -1.31 -1.63  -0.635
O: -1.02 -2.46 -1.28  0.098
N: 0.82 -1.39 -2.52  -0.162
C: 0.46 -1.37 -3.95  -0.063
C: 1.69 -2.53 -2.18  -0.095
H: -2.61 -0.83 2.20  0.076
H: -1.31 0.27 2.70  0.046
H: -2.94 0.50 3.29  0.076
H: -2.16 1.89 1.27  0.084
H: -3.44 0.81 -0.68  0.072
H: -2.92 -0.67 0.11  0.066
H: -1.19 1.35 -2.16  0.003
H: 2.42 0.25 -0.31  0.008
H: 0.97 -0.67 1.41  0.007
H: -1.01 -2.63 -0.33  0.102
H: -0.56 -1.68 -4.14  0.085
H: 0.64 -0.38 -4.38  0.084
H: 1.11 -2.06 -4.49  0.084
H: 1.21 -3.50 -2.36  0.089
H: 1.98 -2.49 -1.13  0.078
H: 2.60 -2.47 -2.77  0.090